Entry 1:
Formula: C4H7NO
Source: the OMol25 dataset
Level of theory: the ωB97M-V functional and the def2-TZVPD basis

```
13
C4H7NO | the OMol25 dataset | the ωB97M-V functional and the def2-TZVPD basis
C -1.70 -0.11 -0.29
C -0.78 -0.96 0.54
N 0.22 -1.55 0.03
C 2.02 0.79 -0.52
C 1.20 1.55 0.15
O 0.46 2.24 0.75
H -2.61 -0.68 -0.49
H -1.23 0.14 -1.25
H -1.98 0.80 0.24
H -1.04 -1.05 1.60
H 0.73 -2.08 0.74
H 1.65 -0.13 -0.96
H 3.07 1.05 -0.54
```

Gap between HOMO and LUMO: 10.02 eV
SMILES: [H]/N=C/C.C=C=O
Energy relative to the best compared isomer or geometry (same formula, charge and spin): 49.95 kcal per mole
LUMO: 0.03534 Eh

***

Entry 2:
Formula: H20O10
Source: the OMol25 dataset
Level of theory: the ωB97M-V functional and the def2-TZVPD basis

```
30
H20O10 | the OMol25 dataset | the ωB97M-V functional and the def2-TZVPD basis
O -11.43 14.18 -0.41
H -10.90 13.72 -1.06
H -11.67 15.00 -0.84
O -10.93 14.74 -3.37
H -10.93 14.07 -4.06
H -10.91 15.57 -3.85
O -12.29 13.46 -5.60
H -12.88 14.03 -5.12
H -11.50 13.42 -5.06
O -12.26 13.34 -2.78
H -11.87 14.21 -2.85
H -13.18 13.46 -3.04
O -11.35 11.53 -2.72
H -11.62 12.44 -2.61
H -11.44 11.36 -3.66
O -9.69 14.30 -1.79
H -9.09 15.04 -1.71
H -10.21 14.49 -2.57
O -14.20 14.07 -4.79
H -14.36 14.79 -5.40
H -14.42 14.42 -3.93
O -13.77 12.12 -4.23
H -14.49 11.94 -3.62
H -13.96 12.99 -4.57
O -15.19 12.71 -2.37
H -14.61 13.20 -1.80
H -15.10 11.80 -2.08
O -14.34 15.33 -2.93
H -14.78 16.18 -2.83
H -13.80 15.26 -2.14
```

Gap between HOMO and LUMO: 7.71 eV
Energy relative to the best compared isomer or geometry (same formula, charge and spin): 349.83 kcal per mole
LUMO: -0.03744 Eh

***

Entry 3:
Formula: BrMg
Source: the OMol25 dataset
Level of theory: the ωB97M-V functional and the def2-TZVPD basis

```
2
BrMg | the OMol25 dataset | the ωB97M-V functional and the def2-TZVPD basis
Mg 0.87 -0.03 0.74
Br -0.87 0.03 -0.74
```

Gap between HOMO and LUMO (alpha / beta): 10.33 / 7.45 eV
Net charge: +2
Spin multiplicity: 2
Energy relative to the best compared isomer or geometry (same formula, charge and spin): 5.28 kcal per mole
LUMO (alpha / beta): -0.49717 / -0.58664 Eh

***

Entry 4:
Formula: C4H8O3P
Source: the OMol25 dataset
Level of theory: the ωB97M-V functional and the def2-TZVPD basis

```
16
C4H8O3P | the OMol25 dataset | the ωB97M-V functional and the def2-TZVPD basis
C -1.04 1.52 0.42
C -0.94 0.74 -0.58
C -1.84 0.56 -1.78
C 1.44 -1.58 1.53
O 2.81 -0.84 -0.68
O 1.81 1.03 0.82
O 0.39 -0.31 -0.77
P 1.69 -0.31 0.20
H -0.15 1.48 1.11
H -2.06 1.91 0.46
H -1.44 -0.23 -2.51
H -2.86 0.24 -1.42
H -1.87 1.63 -2.27
H 0.49 -1.56 2.04
H 1.46 -2.65 0.99
H 2.12 -1.62 2.42
```

Gap between HOMO and LUMO: 8.15 eV
Net charge: -1
SMILES: C=C(C)O[P@@](C)(=O)[O-]
Energy relative to the best compared isomer or geometry (same formula, charge and spin): 24.45 kcal per mole
LUMO: 0.13234 Eh

***

Entry 5:
Formula: C4H4N2S
Source: the OMol25 dataset
Level of theory: the ωB97M-V functional and the def2-TZVPD basis

```
11
C4H4N2S | the OMol25 dataset | the ωB97M-V functional and the def2-TZVPD basis
C 0.07 0.87 1.23
C -0.51 1.68 0.21
C 0.20 -0.42 1.19
C 0.95 -1.75 -1.15
N 0.02 -1.58 1.35
N 0.51 -1.14 -2.00
S -1.40 1.16 -1.09
H 0.58 1.40 2.06
H -0.63 2.73 0.56
H 0.23 -2.14 0.50
H -0.03 -0.82 -2.87
```

Gap between HOMO and LUMO: 8.00 eV
Energy relative to the best compared isomer or geometry (same formula, charge and spin): 95.81 kcal per mole
LUMO: -0.01798 Eh

***

Entry 6:
Formula: C21H23N4O7
Source: the OMol25 dataset
Level of theory: the ωB97M-V functional and the def2-TZVPD basis

```
55
C21H23N4O7 | the OMol25 dataset | the ωB97M-V functional and the def2-TZVPD basis
O -3.57 -4.70 -0.98
O 2.31 -3.24 -1.57
O 1.37 6.37 -0.30
O 2.06 1.55 -0.21
O -1.49 3.23 2.73
O 3.34 1.69 1.61
O -5.71 -5.11 -2.55
C -3.46 -4.22 -2.11
C 1.23 -2.85 -1.15
C 0.88 5.57 0.48
C 2.27 1.87 0.99
C -1.28 3.50 1.55
C 3.78 -2.75 3.34
C -0.89 -2.38 -4.23
C 2.96 -1.63 3.18
C 3.69 -3.81 2.43
C -2.09 -2.98 -3.83
C 0.19 -2.32 -3.35
C -1.13 -3.44 -1.66
C 2.05 -1.57 2.13
C 2.78 -3.74 1.37
C -2.22 -3.53 -2.54
C 0.08 -2.85 -2.06
C 1.96 -2.62 1.21
N -4.54 -4.39 -2.96
N 1.02 -2.52 0.18
N -2.27 4.09 0.87
N 0.69 4.30 0.11
C 0.47 6.05 1.86
C -2.30 4.45 -0.55
C 1.11 2.50 1.77
C 0.07 3.19 0.86
H -5.60 -5.39 -1.61
H 4.50 -2.78 4.15
H -0.79 -1.96 -5.22
H 3.04 -0.78 3.86
H 4.34 -4.67 2.54
H -2.90 -3.01 -4.55
H 1.13 -1.87 -3.66
H -1.20 -3.87 -0.66
H 1.44 -0.68 2.00
H 2.72 -4.56 0.66
H -4.47 -4.04 -3.91
H 0.26 -1.87 0.33
H -3.11 4.25 1.41
H 1.14 4.04 -0.75
H 0.96 7.01 2.05
H 0.78 5.34 2.62
H -0.61 6.18 1.89
H -3.33 4.58 -0.88
H -1.83 3.67 -1.15
H -1.76 5.39 -0.70
H 0.61 1.69 2.32
H 1.50 3.21 2.50
H -0.19 2.45 0.11
```

Gap between HOMO and LUMO: 6.68 eV
Net charge: -1
LUMO: 0.06973 Eh

***

Entry 7:
Formula: C5H12N5S
Source: the OMol25 dataset
Level of theory: the ωB97M-V functional and the def2-TZVPD basis

```
23
C5H12N5S | the OMol25 dataset | the ωB97M-V functional and the def2-TZVPD basis
C -1.47 2.40 -1.23
C 0.13 0.19 2.09
C 2.09 -1.11 -0.07
C 0.05 -1.85 -1.09
C -0.13 -0.38 0.76
N -1.00 2.63 -2.46
N -0.91 1.37 -0.64
N -0.12 1.77 -2.62
N -0.08 0.98 -1.59
N 0.67 -1.03 -0.04
S -2.75 3.47 -0.58
H 0.68 1.11 2.19
H 0.80 -0.23 2.76
H -0.82 0.37 2.64
H 2.40 -0.59 -0.88
H 2.47 -0.57 0.88
H 2.49 -2.15 -0.11
H -0.52 -1.27 -1.92
H 0.81 -2.45 -1.70
H -0.65 -2.61 -0.81
H -1.29 -0.54 0.45
H -2.55 4.45 -1.50
H -2.04 4.17 0.57
```

Gap between HOMO and LUMO: 9.28 eV
Net charge: +1
Energy relative to the best compared isomer or geometry (same formula, charge and spin): 86.69 kcal per mole
LUMO: -0.14968 Eh

***

Entry 8:
Formula: C4H7N2O2
Source: the OMol25 dataset
Level of theory: the ωB97M-V functional and the def2-TZVPD basis

```
15
C4H7N2O2 | the OMol25 dataset | the ωB97M-V functional and the def2-TZVPD basis
N 0.31 3.27 -0.34
C 0.05 1.88 -0.28
O 0.01 1.37 0.87
O -0.10 1.31 -1.39
H 0.32 3.75 0.54
H -0.03 3.78 -1.13
C 0.33 -2.47 0.21
C 1.40 -1.69 0.03
C -1.62 -1.20 0.28
N -0.97 -2.18 -0.20
H 0.52 -3.47 0.60
H 1.28 -0.62 -0.14
H 2.39 -2.11 0.04
H -2.52 -0.93 -0.28
H -1.36 -0.68 1.20
```

Gap between HOMO and LUMO: 8.23 eV
Net charge: -1
Energy relative to the best compared isomer or geometry (same formula, charge and spin): 11.80 kcal per mole
LUMO: 0.15208 Eh

***

| no. | E (eV) |
| --- | --- |
| 1 | -7797.478 |
| 2 | -20787.443 |
| 3 | -75464.576 |
| 4 | -19710.695 |
| 5 | -18024.086 |
| 6 | -42445.140 |
| 7 | -23653.306 |
| 8 | -11337.115 |